Computed, not measured: C40H54F6IrN4O3P2Te as an isolated structure, with ωB97M-V/def2-TZVPD.

**Frontier orbital gap (alpha / beta)**: 6.21 / 5.19 eV
**E_tot**: -3655.76597 a.u.
**Expectation value of S²**: 6.09
**Spin multiplicity**: 5
**HOMO (alpha / beta)**: -10.13 / -10.75 eV
**Maximum force**: 0.545 eV/Å
**Net charge**: +1

Each line ends with the Mulliken charge.
Positions of all 111 atoms, in Å:
Ir (0.140, 0.322, 0.044)  -0.063
C (-2.413, 3.492, -4.812)  -1.204
C (-3.083, 2.266, -4.172)  -1.464
C (-2.099, 1.383, -3.471)  0.856
C (-1.446, 0.312, -3.953)  0.390
C (-1.587, -0.340, -5.293)  -1.166
C (-2.444, -1.614, -5.233)  -1.029
C (-0.548, -0.154, -2.882)  0.445
N (-0.714, 0.627, -1.777)  -0.111
C (-1.622, 1.579, -2.101)  0.612
C (-2.016, 2.621, -1.268)  -1.139
C (-1.613, 2.806, 0.031)  0.269
C (-2.033, 3.902, 0.894)  0.361
C (-2.860, 5.067, 0.459)  -1.203
C (-1.995, 6.178, -0.155)  -1.174
C (-1.492, 3.677, 2.108)  0.645
C (-0.724, 2.441, 2.007)  0.574
C (-0.066, 1.836, 3.076)  -1.195
C (0.702, 0.709, 3.013)  0.393
N (0.941, -0.024, 1.878)  -0.192
C (1.895, -0.915, 2.199)  0.566
C (2.509, -1.786, 1.291)  -0.819
C (2.227, -1.870, -0.037)  -0.210
N (1.228, -1.172, -0.700)  0.131
C (1.225, -1.612, -1.991)  1.049
C (0.355, -1.182, -2.991)  -1.576
C (2.269, -2.609, -2.174)  0.693
C (2.892, -2.753, -0.984)  0.548
C (4.050, -3.641, -0.658)  -1.117
C (3.616, -5.021, -0.144)  -1.146
C (2.604, -3.267, -3.476)  -1.282
C (3.413, -2.345, -4.403)  -1.220
C (2.249, -0.813, 3.617)  0.416
C (1.503, 0.174, 4.127)  0.527
C (1.461, 0.688, 5.532)  -1.141
C (0.168, 0.299, 6.265)  -1.050
C (3.334, -1.601, 4.277)  -1.329
C (4.709, -0.953, 4.047)  -1.177
N (-0.791, 1.957, 0.741)  0.250
C (-1.644, 4.490, 3.354)  -1.245
C (-2.699, 3.910, 4.308)  -1.079
H (-3.155, 4.140, -5.281)  0.405
H (-1.696, 3.183, -5.575)  0.329
H (-1.869, 4.078, -4.067)  0.293
H (-3.598, 1.685, -4.939)  0.537
H (-3.853, 2.591, -3.469)  0.447
H (-0.597, -0.577, -5.690)  0.436
H (-2.035, 0.367, -5.990)  0.470
H (-2.004, -2.356, -4.562)  0.223
H (-2.541, -2.064, -6.222)  0.433
H (-3.448, -1.383, -4.865)  0.233
H (-2.701, 3.347, -1.685)  0.458
H (-3.410, 5.454, 1.317)  0.460
H (-3.610, 4.742, -0.264)  0.464
H (-1.279, 6.558, 0.576)  0.328
H (-2.619, 7.008, -0.489)  0.416
H (-1.427, 5.805, -1.011)  0.298
H (-0.121, 2.344, 4.030)  0.586
H (3.311, -2.405, 1.672)  0.419
H (0.431, -1.678, -3.950)  0.549
H (4.684, -3.153, 0.085)  0.466
H (4.663, -3.758, -1.552)  0.527
H (3.045, -4.936, 0.785)  0.237
H (4.488, -5.646, 0.052)  0.473
H (2.988, -5.531, -0.880)  0.275
H (1.685, -3.584, -3.975)  0.404
H (3.174, -4.176, -3.277)  0.513
H (2.859, -1.434, -4.641)  0.282
H (3.654, -2.854, -5.337)  0.430
H (4.348, -2.043, -3.925)  0.330
H (1.573, 1.776, 5.524)  0.409
H (2.319, 0.299, 6.080)  0.482
H (-0.715, 0.691, 5.751)  0.201
H (0.168, 0.688, 7.284)  0.410
H (0.071, -0.789, 6.315)  0.305
H (3.337, -2.625, 3.898)  0.435
H (3.129, -1.673, 5.345)  0.570
H (4.896, -0.791, 2.982)  0.276
H (5.504, -1.581, 4.452)  0.412
H (4.757, 0.023, 4.533)  0.337
H (-1.922, 5.508, 3.081)  0.460
H (-0.679, 4.562, 3.861)  0.479
H (-3.677, 3.874, 3.825)  0.317
H (-2.784, 4.524, 5.206)  0.406
H (-2.442, 2.893, 4.615)  0.216
C (-0.056, -4.849, -0.189)  -0.573
C (-1.189, -4.310, 0.646)  -0.583
O (-1.154, -2.859, 0.539)  0.731
P (-2.361, -1.961, 1.049)  -1.081
O (-2.049, -0.534, 0.768)  0.153
Te (-2.776, -2.376, 3.383)  0.090
O (-3.648, -2.507, 0.319)  -0.195
C (-3.783, -2.270, -1.129)  -0.105
C (-4.566, -1.004, -1.395)  -0.862
H (-0.052, -5.939, -0.141)  0.540
H (0.901, -4.477, 0.180)  -0.199
H (-0.170, -4.544, -1.233)  0.206
H (-1.070, -4.585, 1.695)  0.284
H (-2.152, -4.679, 0.293)  0.385
H (-4.302, -3.144, -1.510)  0.431
H (-2.793, -2.230, -1.588)  0.110
H (-5.546, -1.053, -0.918)  0.410
H (-4.709, -0.892, -2.474)  0.296
H (-4.029, -0.133, -1.016)  -0.011
F (1.958, 1.782, -0.445)  -0.326
P (3.333, 2.340, 0.370)  1.333
F (2.943, 3.815, -0.093)  -0.419
F (3.610, 0.796, 0.807)  -0.324
F (4.158, 2.106, -0.975)  -0.433
F (2.393, 2.499, 1.684)  -0.298
F (4.611, 2.844, 1.161)  -0.389